(1)
Below is a 6-piece molecular cluster, C4H18NO8 overall at a distorted geometry, with properties calculated with ωB97M-V/def2-TZVPD.

Atoms and positions in Å:
C: 1.760 1.582 1.732
N: 1.134 1.154 0.478
C: 1.312 -0.313 0.223
C: 2.235 -0.511 -0.976
O: 3.065 -1.664 -0.811
C: -0.040 -0.990 -0.061
O: 0.043 -2.213 -0.299
O: -1.107 -0.333 0.176
H: 1.292 2.520 2.011
H: 2.849 1.619 1.631
H: 1.628 0.813 2.511
H: 0.142 1.207 0.684
H: 1.763 -0.686 1.139
H: 1.670 -0.662 -1.885
H: 2.945 0.307 -1.005
H: 2.597 -2.492 -0.939
H: -2.175 1.323 0.164
H: -3.629 1.002 0.391
O: -2.989 1.713 0.527
H: -0.518 -2.218 -2.208
H: -0.668 -1.190 -3.325
O: -0.388 -2.103 -3.169
H: -0.355 2.604 -2.626
H: 1.037 2.447 -1.986
O: 0.591 2.693 -2.813
H: -2.073 -0.024 2.936
H: -0.959 -0.826 2.336
O: -1.538 -0.822 3.120
H: -2.698 -1.013 0.182
H: -3.374 -1.495 1.406
O: -3.551 -1.428 0.458

Properties
Net charge: -1
Frontier orbital gap, eV: 9.3
E_tot, eV: -22313.0362

=====

(2)
Below is C23H26ClIrN2O3PS3 as an isolated structure at a distorted geometry, with properties calculated with ωB97M-V/def2-TZVPD.

Atoms and positions in Å:
Ir: 0.347 0.577 0.344
Cl: -0.163 0.772 -1.993
C: 1.023 -0.140 -2.923
C: 0.868 -0.175 -4.295
C: 1.752 -0.951 -5.029
C: 2.752 -1.675 -4.388
C: 2.885 -1.607 -3.010
C: 2.018 -0.815 -2.258
P: 2.173 -0.692 -0.465
C: 2.702 -2.324 0.086
C: 4.025 -2.652 0.369
C: 4.352 -3.964 0.695
C: 3.369 -4.945 0.728
C: 2.049 -4.619 0.442
C: 1.716 -3.313 0.128
C: 3.581 0.404 -0.182
C: 4.029 1.267 -1.173
C: 4.983 2.233 -0.875
C: 5.484 2.336 0.410
C: 5.042 1.470 1.405
C: 4.087 0.512 1.115
H: 0.073 0.378 -4.776
H: 1.650 -0.995 -6.105
H: 3.422 -2.300 -4.961
H: 3.667 -2.167 -2.511
H: 4.803 -1.903 0.321
H: 5.380 -4.218 0.914
H: 3.632 -5.966 0.972
H: 1.282 -5.383 0.461
H: 0.684 -3.058 -0.090
H: 3.627 1.204 -2.178
H: 5.320 2.912 -1.648
H: 6.213 3.101 0.645
H: 5.430 1.556 2.412
H: 3.723 -0.141 1.901
O: 1.644 2.442 0.574
S: 0.567 2.736 1.565
O: 0.386 1.374 2.286
O: 0.689 3.865 2.412
S: -1.043 2.595 0.368
C: -2.921 1.577 3.319
N: -2.866 0.436 2.388
C: -3.803 0.548 1.265
C: -1.819 -0.389 2.354
S: -1.211 -1.056 0.817
N: -1.266 -0.810 3.479
C: 0.048 -1.470 3.510
C: -1.944 -0.755 4.781
H: -3.043 2.477 2.720
H: -1.990 1.662 3.869
H: -3.763 1.491 4.007
H: -4.782 0.783 1.681
H: -3.863 -0.388 0.721
H: -3.503 1.346 0.589
H: 0.712 -1.035 2.772
H: -0.055 -2.538 3.321
H: 0.469 -1.314 4.501
H: -3.007 -0.597 4.643
H: -1.531 0.029 5.415
H: -1.792 -1.715 5.271

Properties
Net charge: +1
Frontier orbital gap, eV: 7.6
E_tot, eV: -90546.5402

=====

(3)
Below is C29H22I2N6ORe as an isolated structure, with properties calculated with ωB97M-V/def2-TZVPD.

Atoms and positions in Å:
Re: -0.341 0.467 -1.193
C: 1.342 -6.489 -1.401
C: 1.091 -5.055 -1.039
C: 0.752 -4.677 0.256
C: 0.479 -3.361 0.569
C: 0.555 -2.339 -0.383
N: 0.245 -0.991 -0.037
C: 0.261 -0.736 1.373
C: 1.410 -0.972 2.125
C: 1.458 -0.653 3.469
C: 0.365 -0.077 4.116
C: 0.424 0.298 5.569
C: -0.775 0.177 3.363
C: -0.830 -0.154 2.016
N: -2.027 0.117 1.296
C: -3.300 0.107 1.724
C: -4.105 0.541 0.688
C: -3.242 0.800 -0.366
N: -1.979 0.541 0.014
C: 0.880 -2.729 -1.690
C: 1.129 -4.057 -2.003
N: 0.943 -1.786 -2.755
C: 1.556 -1.920 -3.935
C: 1.090 -0.936 -4.790
C: 0.175 -0.218 -4.049
N: 0.079 -0.726 -2.796
H: 1.700 -7.053 -0.543
H: 2.074 -6.576 -2.202
H: 0.417 -6.958 -1.743
H: 0.682 -5.427 1.033
H: 0.185 -3.128 1.581
H: 2.269 -1.418 1.639
H: 2.364 -0.852 4.028
H: 1.217 -0.242 6.082
H: -0.518 0.083 6.071
H: 0.621 1.366 5.682
H: -1.629 0.654 3.828
H: -3.547 -0.217 2.721
H: -5.175 0.645 0.698
H: -3.442 1.149 -1.366
H: 1.328 -4.333 -3.030
H: 2.287 -2.693 -4.099
H: 1.391 -0.765 -5.808
H: -0.405 0.652 -4.312
I: -2.285 4.029 -4.439
C: -1.266 4.267 -2.656
C: -1.034 5.559 -2.130
C: -0.328 5.749 -0.974
I: 0.000 7.688 -0.297
C: 0.179 4.626 -0.256
C: 0.976 4.678 0.901
C: 1.434 3.513 1.471
C: 1.079 2.285 0.923
N: 0.309 2.185 -0.159
C: -0.109 3.348 -0.768
C: -0.803 3.168 -1.980
O: -0.898 1.899 -2.415
H: -1.416 6.412 -2.675
H: 1.238 5.638 1.326
H: 2.063 3.533 2.349
H: 1.406 1.363 1.379

Properties
Net charge: +2
Expectation value of S²: 0.807
Frontier orbital gap (spin up / spin down), eV: 5.7 / 5.9
2S+1: 2
E_tot, eV: -59736.0290

=====

(4)
Below is an isolated molecule of C16H21NO4 at a distorted geometry, with properties calculated with ωB97M-V/def2-TZVPD.

Atoms and positions in Å:
C: 3.774 -0.597 -1.872
C: 4.310 0.285 -0.752
C: 3.882 -0.177 0.654
C: 2.434 0.134 0.905
O: 2.057 1.198 1.324
C: 1.457 -1.004 0.601
C: 0.357 -0.524 -0.327
O: 0.320 -0.900 -1.470
C: -0.614 0.441 0.304
C: -1.628 0.915 -0.679
C: -2.346 0.294 -1.659
C: -3.129 1.337 -2.222
N: -2.883 2.465 -1.610
O: -1.954 2.220 -0.655
C: -4.103 1.239 -3.336
H: -3.604 0.878 -4.234
H: -4.536 2.215 -3.529
H: -4.894 0.535 -3.081
H: -2.312 -0.732 -1.957
H: -0.034 1.316 0.630
C: -1.248 -0.187 1.576
C: -2.171 0.833 2.242
H: -3.007 1.079 1.592
H: -1.634 1.751 2.468
H: -2.570 0.427 3.169
C: -2.033 -1.451 1.222
H: -2.861 -1.212 0.559
H: -2.437 -1.904 2.124
H: -1.397 -2.184 0.729
C: -0.107 -0.537 2.545
C: 0.886 -1.478 1.935
O: 1.247 -2.516 2.420
H: -0.506 -0.988 3.455
H: 0.426 0.380 2.811
H: 1.988 -1.833 0.125
H: 4.079 -1.243 0.771
H: 4.466 0.382 1.389
H: 3.981 1.316 -0.899
H: 5.401 0.276 -0.784
H: 4.187 -0.270 -2.823
H: 2.691 -0.547 -1.946
H: 4.065 -1.633 -1.717

Properties
Net charge: 0
Structure (SMILES): CCCC(=O)[C@H]1C(=O)CC(C)(C)[C@H](c2cc(C)no2)C1=O
Frontier orbital gap, eV: 9.9
E_tot, eV: -26612.0918

=====

(5)
Below is C4H5OSn as an isolated structure at a distorted geometry, with properties calculated with ωB97M-V/def2-TZVPD.

Atoms and positions in Å:
C: 0.869 -1.445 1.775
C: 0.647 -1.286 0.447
C: 0.553 -0.113 -0.303
C: -0.451 -0.312 -1.336
O: -1.204 0.698 -1.557
Sn: -2.208 1.981 -0.879
H: 1.144 -2.419 2.181
H: 0.871 -0.586 2.450
H: 0.804 0.869 0.100
H: -0.120 -0.882 -2.217
H: -0.274 -1.877 -0.203

Properties
Net charge: +2
Expectation value of S²: 0.796
Frontier orbital gap (spin up / spin down), eV: 7.5 / 8.2
2S+1: 2
E_tot, eV: -12083.6880

=====

> What is the E_tot in the fourth record?

-26612.0918 eV

=====

> Which of these has the lowest net charge?

C4H18NO8